DFT (wB97M-V/def2-TZVPD) results for a molecular structure, C2Br2I2.

Output
* energy: -5819.54194 Ha
* charge: 0
* HOMO-LUMO gap: 0.27359 hartree
* relative energy (zero: lowest compared OMol25 entry of this formula, charge and spin): 28.2 kcal/mol
* multiplicity: 1

Cartesian coordinates (Å):
C  0.47  0.48  0.01
C  -0.39  -0.49  -0.16
Br  0.03  2.29  -0.08
Br  -0.28  -2.33  -0.07
I  2.53  0.05  -0.06
I  -2.92  0.21  -0.03

=====

DFT (wB97M-V/def2-TZVPD) results for a single C2BrClF2S molecule.

Output
* ⟨S²⟩: 2.020
* energy: -3708.17697 Ha
* charge: 0
* HOMO-LUMO gap (spin up / spin down): 0.23826 / 0.25380 hartree
* relative energy (zero: lowest compared OMol25 entry of this formula, charge and spin): 0.0 kcal/mol
* multiplicity: 3

Cartesian coordinates (Å):
C  -0.73  0.11  1.11
C  0.13  -0.63  0.15
F  -0.70  -1.06  -0.85
F  0.95  0.28  -0.47
S  -2.24  0.55  1.06
Cl  1.04  -2.01  0.81
Br  -4.05  0.43  -0.66